# 1
{
  "formula": "C35H57N3O18",
  "method": "ωB97M-V/def2-TZVPD",
  "elements": ["C", "C", "C", "O", "C", "O", "O", "H", "H", "H", "H", "H", "H", "C", "C", "C", "O", "C", "O", "O", "H", "H", "H", "H", "H", "H", "C", "C", "C", "O", "C", "O", "O", "H", "H", "H", "H", "H", "H", "C", "C", "C", "O", "C", "O", "O", "H", "H", "H", "H", "H", "H", "C", "C", "C", "O", "C", "O", "O", "H", "H", "H", "H", "H", "H", "C", "O", "C", "O", "O", "C", "H", "H", "H", "H", "H", "H", "C", "C", "C", "C", "N", "H", "H", "H", "H", "H", "H", "H", "C", "C", "C", "C", "N", "H", "H", "H", "H", "H", "H", "H", "C", "C", "C", "C", "N", "H", "H", "H", "H", "H", "H", "H"],
  "coordinates": [[-5.2329, 0.0842, -0.5690], [-5.4649, 1.5062, -0.0530], [-4.1349, 2.2652, 0.1260], [-4.2919, 3.4262, -0.6780], [-5.3209, 3.3242, -1.3380], [-5.5329, 4.1082, -2.2540], [-6.0859, 2.2992, -1.0190], [-4.8219, -0.5768, 0.2380], [-4.5799, 0.2482, -1.4020], [-6.1739, -0.4048, -0.8270], [-6.0759, 1.6462, 0.8710], [-3.2839, 1.6522, -0.0680], [-3.9009, 2.5512, 1.1540], [5.1841, 0.7052, 4.6280], [3.8141, 0.6752, 4.0020], [3.7071, 1.3962, 2.6390], [3.2301, 0.3452, 1.8320], [3.0431, -0.7308, 2.5580], [2.5261, -1.7578, 2.1610], [3.3511, -0.5928, 3.7680], [5.4481, 1.7772, 4.6750], [5.8051, 0.1512, 3.9360], [5.2661, 0.2872, 5.5620], [3.2081, 1.1742, 4.7410], [4.6341, 1.7192, 2.1220], [2.8691, 2.1162, 2.5150], [0.2341, -0.0478, 0.3280], [-1.0289, -0.7058, 0.8540], [-0.8829, -1.5718, 2.1450], [-2.1469, -1.4018, 2.6740], [-2.6819, -0.3158, 2.2250], [-3.7239, 0.1852, 2.6340], [-2.0309, 0.2022, 1.2280], [0.0541, 0.5602, -0.5760], [0.9891, -0.7318, 0.1500], [0.7741, 0.5122, 1.1050], [-1.4499, -1.2918, 0.0980], [-0.1379, -1.2308, 2.8420], [-0.6739, -2.6128, 1.9420], [3.1321, -2.1718, -1.2690], [3.1521, -0.7808, -1.9660], [4.3591, -0.5378, -2.9280], [3.6911, 0.2982, -3.8400], [2.4111, 0.2202, -3.7960], [1.6781, 0.8082, -4.6030], [2.0161, -0.5248, -2.7760], [3.0511, -2.9068, -2.0000], [2.2141, -2.3068, -0.5910], [3.9511, -2.4738, -0.6330], [3.1951, -0.0888, -1.1010], [4.6181, -1.5308, -3.3130], [5.2831, -0.0368, -2.5520], [0.6731, 3.8222, 4.5070], [0.1601, 2.5052, 3.8870], [-1.3389, 2.3602, 4.1120], [-1.8879, 2.8532, 2.8750], [-0.9389, 2.8882, 1.9610], [-1.0879, 3.1102, 0.7530], [0.2431, 2.6302, 2.5380], [0.1421, 4.6862, 4.0860], [1.7171, 3.8502, 4.2530], [0.7311, 3.8772, 5.6270], [0.7221, 1.6522, 4.3190], [-1.7489, 2.9132, 4.9590], [-1.5499, 1.2992, 4.1960], [-1.7839, 0.8332, -2.7350], [-3.0699, 0.9542, -3.2810], [-3.3419, 2.0052, -4.0490], [-2.3639, 3.0072, -4.3220], [-4.5239, 1.9672, -4.5790], [-4.9979, 3.1402, -5.2140], [-1.0469, 1.4152, -3.3260], [-1.5329, -0.2648, -2.7350], [-1.7459, 1.3052, -1.7930], [-6.0039, 2.9822, -5.3910], [-4.5979, 3.4532, -6.1700], [-4.8359, 4.0072, -4.5790], [2.3931, 2.9692, -0.0880], [2.4511, 3.1852, -1.6360], [3.9201, 3.2122, -2.1610], [4.7101, 4.3472, -1.7480], [5.2951, 5.2562, -1.3440], [2.8471, 2.0072, 0.1050], [1.3471, 2.9722, 0.2480], [2.8571, 3.7812, 0.4550], [2.0361, 4.1402, -1.9730], [1.8581, 2.3972, -2.1200], [3.9031, 3.1022, -3.2810], [4.3991, 2.2562, -1.8070], [-4.3709, -4.3558, -0.2370], [-3.0929, -3.4808, -0.6060], [-2.1579, -4.0938, -1.6990], [-1.0189, -3.2058, -1.9050], [-0.1249, -2.5178, -2.1100], [-4.1059, -5.3668, 0.0540], [-5.0519, -4.3628, -1.1240], [-4.9179, -3.9668, 0.6070], [-2.5069, -3.4388, 0.3360], [-3.2919, -2.4178, -0.8640], [-2.7119, -4.3668, -2.5820], [-1.7749, -4.9958, -1.3240], [0.4821, -5.3698, 0.7810], [1.8521, -4.8998, 0.3320], [2.8301, -6.0148, -0.1330], [3.8431, -5.4888, -1.0200], [4.6511, -5.0798, -1.7560], [-0.1539, -4.5358, 1.0420], [0.4421, -6.0478, 1.6640], [0.1261, -5.9768, -0.0370], [2.4371, -4.2578, 0.9930], [1.6431, -4.3348, -0.5360], [2.3751, -6.8138, -0.7260], [3.3631, -6.4058, 0.6950]],
  "forces_ev_per_a": [[-0.803, 0.053, 1.690], [0.481, -0.003, 1.933], [-0.022, -0.310, 2.135], [5.422, -0.496, 3.763], [-3.668, 2.390, -5.694], [-0.930, -0.947, 0.801], [-1.588, -0.411, -1.094], [0.134, 0.811, -0.686], [0.391, -0.676, -0.649], [0.034, 0.240, -0.412], [0.402, -0.813, -0.557], [0.644, -0.099, -1.244], [-0.570, 0.285, -0.021], [0.073, 1.286, -2.920], [1.080, 3.026, 1.583], [-0.442, 0.387, -0.749], [0.021, -0.743, -1.486], [-2.727, -3.370, -3.536], [0.458, 0.681, -0.455], [0.816, -0.486, 3.649], [0.326, -0.557, -0.032], [0.798, 0.137, -0.020], [-0.164, -1.031, 2.228], [-0.963, 0.052, 0.084], [-0.351, 0.274, 0.965], [1.036, 0.297, 0.736], [-0.932, 1.652, 0.855], [2.718, -0.371, 0.498], [1.119, 0.370, -1.872], [-0.752, -1.860, 2.058], [-4.557, 2.434, 1.036], [1.566, -0.982, -0.218], [0.847, 1.277, -0.751], [0.092, -0.226, 0.566], [1.059, -2.017, -0.934], [-0.770, 0.572, -0.084], [-0.557, -1.114, -1.299], [0.469, 0.405, 0.254], [-0.133, -0.213, -0.119], [-2.253, 1.051, 0.902], [1.842, -0.833, 2.968], [-0.947, -0.748, 1.405], [3.488, 0.850, -1.690], [-3.827, 1.940, -2.698], [1.570, -1.697, 2.302], [-0.317, -0.534, 0.752], [-0.170, -1.427, -1.425], [1.254, 0.623, -1.139], [0.687, 0.710, -0.017], [-0.308, 0.371, -0.668], [0.148, 0.364, -0.658], [-1.024, -0.309, -0.043], [0.546, -0.429, 0.803], [-0.555, 1.459, 3.587], [-0.074, -0.612, -0.160], [-0.768, 0.036, 0.677], [-0.452, 0.584, -3.823], [0.481, -0.576, 3.644], [1.542, -0.535, -2.569], [0.173, -0.234, 0.197], [0.599, 0.532, -0.506], [-0.732, -0.304, -0.918], [-0.222, 0.253, -0.681], [0.079, -0.048, -0.261], [-0.632, -0.123, 0.072], [1.910, -0.637, -1.360], [-1.785, 0.589, -0.933], [6.743, 5.418, -1.557], [-6.074, -5.847, 1.720], [0.417, -0.660, 0.260], [1.026, 1.902, 0.123], [-0.433, -0.639, -0.050], [-0.196, 1.233, 0.220], [-0.196, 0.179, 1.493], [-2.106, -0.399, 0.062], [0.948, -0.873, -0.273], [-0.196, -0.188, 0.320], [-0.943, 0.560, -1.429], [0.495, 0.649, 0.601], [-0.669, -2.447, -0.994], [0.264, 0.796, 0.606], [-0.279, -0.558, -0.313], [0.153, -0.166, 0.353], [0.259, -0.252, -0.200], [0.536, 0.106, 0.094], [-0.375, -0.140, 0.408], [0.427, 0.137, -0.088], [0.130, 0.385, 0.986], [-0.053, 0.950, -0.222], [0.576, 1.024, -1.815], [-0.178, -0.454, 1.082], [-1.070, 1.090, 1.121], [-0.384, -0.321, -0.740], [0.177, 0.130, 0.250], [0.258, -0.205, -0.295], [0.403, -0.255, 0.771], [-0.072, 0.525, 0.182], [-0.063, 0.091, -0.472], [-0.412, -0.764, 0.063], [0.010, 0.407, -0.631], [0.594, -1.420, 0.577], [0.684, -1.111, 1.260], [0.754, -0.680, 0.023], [-0.757, 0.445, -0.497], [2.097, 1.183, -1.852], [-1.525, -0.778, 1.444], [-0.309, 0.196, -0.361], [0.415, 0.439, -0.403], [-0.752, 0.051, -0.311], [-0.484, 0.048, 0.315], [-0.084, 0.890, -0.960], [-0.342, -0.084, 0.441], [0.274, -0.814, 0.930]],
  "lowdin_charge": [0.0051, -0.2957, -0.0703, 0.1667, -0.6709, 0.1129, 0.1138, 0.0875, 0.0678, 0.0879, 0.1682, 0.0872, 0.1241, 0.0024, -0.3330, -0.0550, 0.0479, -0.6428, 0.1196, 0.1666, 0.1116, 0.0993, 0.0587, 0.1397, 0.1572, 0.1229, 0.0166, -0.2599, -0.0604, 0.1114, -0.6337, 0.1251, 0.0968, 0.0972, 0.0297, 0.0777, 0.0980, 0.1259, 0.1169, -0.0463, -0.2910, -0.0577, 0.0719, -0.6122, 0.1135, 0.0801, 0.0367, 0.0648, 0.0808, 0.1318, 0.1355, 0.1468, -0.0088, -0.3595, -0.0492, 0.0910, -0.5386, 0.1322, 0.0553, 0.1055, 0.0623, 0.1051, 0.1565, 0.1470, 0.1243, -0.0474, -0.0156, -0.4269, -0.0687, 0.0385, -0.0397, 0.1016, 0.1008, 0.0590, 0.0724, 0.0980, 0.0893, -0.0822, -0.1979, -0.1989, -0.2416, 0.1402, 0.0407, 0.0538, 0.0759, 0.1166, 0.0977, 0.1358, 0.1111, -0.0749, -0.2191, -0.1604, -0.1947, 0.2156, 0.0641, 0.0840, 0.0579, 0.0895, 0.1003, 0.1224, 0.0814, -0.0861, -0.2405, -0.1650, -0.2361, 0.1523, 0.0431, 0.0899, 0.0668, 0.1077, 0.0560, 0.1279, 0.1077],
  "relative_energy_ev": 2.988,
  "fmax_ev_per_a": 8.8,
  "e_lumo_ev": -0.1,
  "gap_ev": 9.11,
  "spin_multiplicity": 1,
  "total_charge": 0
}

# 2
{
  "formula": "C22H24BiBrN8O2S",
  "method": "ωB97M-V/def2-TZVPD",
  "elements": ["Bi", "O", "C", "C", "C", "C", "C", "C", "C", "O", "N", "N", "C", "C", "Br", "C", "C", "C", "C", "C", "C", "C", "H", "H", "H", "H", "H", "H", "H", "H", "H", "H", "H", "H", "H", "H", "C", "C", "N", "N", "C", "S", "N", "N", "H", "H", "H", "H", "H", "H", "N", "C", "C", "N", "C", "H", "H", "H", "H"],
  "coordinates": [[0.7145, -0.5956, 0.1361], [-0.6861, 0.8748, -3.4261], [-0.9298, -0.1835, -4.2453], [-1.3454, 0.0524, -5.5526], [-1.6238, -1.0080, -6.3924], [-1.4815, -2.3144, -5.9470], [-1.0774, -2.5544, -4.6491], [-0.8072, -1.5001, -3.7846], [-0.4745, -1.7748, -2.3384], [0.6216, -1.0573, -1.8976], [-1.6602, -1.4459, -1.5009], [-1.5297, -0.3936, -0.6977], [-2.4982, 0.3059, -0.2170], [-2.2993, 1.3912, 0.6880], [-0.5387, 2.1988, 0.5710], [-3.2742, 1.8628, 1.4981], [-3.2543, 2.8010, 2.5888], [-4.4676, 3.3904, 2.9876], [-4.5197, 4.2470, 4.0675], [-3.3759, 4.5096, 4.8069], [-2.1771, 3.9142, 4.4451], [-2.1088, 3.0789, 3.3497], [-0.0613, 0.5809, -2.7491], [-1.4441, 1.0743, -5.8857], [-1.9515, -0.8138, -7.4014], [-1.6823, -3.1398, -6.6092], [-0.9711, -3.5690, -4.2991], [-0.3107, -2.8593, -2.2022], [-2.5459, -1.5630, -1.9864], [-3.5249, 0.0537, -0.4710], [-4.2445, 1.4051, 1.3235], [-5.3670, 3.1869, 2.4260], [-5.4552, 4.7017, 4.3492], [-3.4170, 5.1705, 5.6592], [-1.2901, 4.0974, 5.0283], [-1.1639, 2.6134, 3.1210], [5.0178, 0.8819, 3.7747], [4.5749, 1.2987, 2.4329], [4.7195, 2.4678, 1.8947], [4.1316, 2.4288, 0.7001], [3.5854, 1.2289, 0.4626], [2.7416, 0.7051, -0.9310], [3.8822, 0.4831, 1.5555], [3.5261, -0.8491, 1.6929], [5.5046, 1.7237, 4.2579], [5.7247, 0.0549, 3.7185], [4.1631, 0.5805, 4.3802], [4.1564, 3.2388, 0.0949], [4.0013, -1.2449, 2.5025], [3.7980, -1.3674, 0.8558], [0.9934, -5.1098, -0.0559], [2.1149, -4.7490, -0.7410], [2.1951, -3.3932, -0.6490], [1.1391, -2.9423, 0.0849], [0.4228, -3.9974, 0.4191], [0.6615, -6.0551, 0.0830], [2.7606, -5.4443, -1.2354], [2.8933, -2.7088, -1.0798], [-0.4852, -3.9694, 0.9880]],
  "forces_ev_per_a": [[-0.310, -0.111, 0.139], [0.059, 0.253, 0.078], [-0.140, -0.413, -0.325], [0.085, 0.184, 0.382], [0.001, -0.097, 0.080], [-0.039, -0.049, -0.123], [0.058, 0.170, 0.032], [0.184, 0.083, 0.095], [-0.387, -0.538, -0.617], [0.515, 0.569, 0.292], [-0.485, -0.717, 0.036], [-0.325, 1.045, 0.689], [0.144, -0.983, -0.759], [-0.004, 0.953, 0.718], [-0.408, -0.023, 0.076], [0.527, -0.548, -0.592], [-0.027, 0.586, 0.650], [0.279, -0.143, -0.243], [-0.002, 0.058, 0.106], [-0.003, -0.034, -0.140], [-0.014, 0.072, 0.055], [-0.099, -0.096, -0.116], [-0.010, 0.031, -0.073], [0.010, 0.090, -0.035], [-0.009, 0.016, -0.109], [-0.047, -0.101, -0.092], [0.033, -0.193, 0.087], [0.050, 0.262, -0.119], [0.074, 0.196, 0.055], [-0.081, 0.001, -0.018], [-0.017, -0.082, -0.082], [-0.112, -0.069, -0.058], [-0.133, 0.044, 0.004], [-0.024, 0.033, 0.069], [0.135, 0.039, 0.088], [0.008, -0.061, -0.031], [0.047, -0.024, 0.111], [-0.072, -0.117, -0.195], [0.592, 0.534, 0.860], [-0.486, -0.975, -0.135], [-0.090, -0.046, 0.023], [0.257, -0.098, -0.392], [0.325, 1.106, -0.630], [-0.428, -0.544, 0.076], [0.035, 0.007, 0.005], [0.062, -0.044, 0.023], [-0.013, -0.030, 0.060], [-0.097, -0.101, -0.035], [-0.110, 0.130, -0.116], [0.294, 0.203, 0.153], [-0.188, -0.124, 0.081], [0.548, 0.333, -0.241], [0.188, -0.561, -0.193], [-0.346, -0.013, 0.287], [-0.179, 0.101, 0.295], [-0.015, 0.132, -0.035], [0.057, -0.240, -0.054], [0.307, 0.062, -0.271], [-0.171, -0.122, 0.123]],
  "lowdin_charge": [1.5573, 0.0569, -0.2595, 0.0090, -0.0532, -0.0715, -0.0333, -0.1243, -0.3973, -0.4517, 0.0252, -0.1968, -0.1692, -0.5548, 0.7810, -0.0515, -0.2284, -0.0156, -0.0516, -0.0453, -0.0631, -0.0639, 0.0587, 0.1260, 0.1158, 0.1094, 0.1127, 0.1335, 0.1643, 0.1517, 0.1350, 0.1201, 0.1158, 0.1166, 0.1098, 0.0549, 0.0171, -0.2917, 0.1516, 0.0695, -0.6987, 0.6405, -0.0849, 0.1029, 0.1042, 0.0987, 0.0997, 0.1848, 0.1182, 0.0883, 0.1077, -0.0385, -0.1478, -0.1509, -0.1537, 0.1818, 0.1325, 0.1027, 0.1434],
  "relative_energy_ev": 0.290,
  "fmax_ev_per_a": 1.3,
  "e_lumo_ev": -6.0,
  "gap_ev": 6.72,
  "spin_multiplicity": 1,
  "total_charge": 2
}